(1)
Formula: C16H34F6N2O6Ti
Source: the OMol25 dataset
Level of theory: wB97M-V/def2-TZVPD

Summary:
LUMO (spin up / spin down)	2.51 / 2.36	eV
largest force on an atom	2.78	eV/A
energy above the lowest of the compared OMol25 structures with the same formula, charge and spin	0.00	kcal per mole
orbital gap (spin up / spin down)	3.082 / 7.623	eV
<S²>	3.752
net charge	-1
spin multiplicity	4

CARTESIAN COORDINATES (ANGSTROEM)
Ti 0.2179 -0.4205 -0.7939
C 2.2374 1.1662 -2.3694
O 0.8686 1.0160 -2.8392
O 2.2799 0.6994 -1.1666
C 3.2719 0.6699 -3.3925
F 4.4738 1.2069 -3.1818
F 3.3941 -0.6796 -3.3794
F 2.9238 0.9662 -4.6729
C 0.3071 1.8528 -3.8287
C -1.1373 1.4383 -4.0103
H -1.7425 2.2488 -4.4178
H -1.2279 0.5726 -4.6802
H -1.5446 1.0358 -3.0774
H 0.8451 1.7942 -4.7745
H 0.3362 2.8926 -3.4711
H 2.3660 2.2866 -2.3892
C 0.4677 -0.7683 2.7672
O 1.7636 -0.9896 3.3790
O 0.5860 -0.2510 1.5777
C -0.2426 -2.1255 2.7424
F 0.3258 -3.0465 1.9575
F -0.3184 -2.6768 3.9883
F -1.5248 -2.0018 2.3282
C 1.8507 -0.6783 4.7353
C 3.2603 -1.0106 5.2096
H 3.4333 -0.6675 6.2328
H 3.4676 -2.0763 5.1308
H 3.9616 -0.4459 4.5901
H 1.1355 -1.2394 5.3523
H 1.6787 0.3916 4.9372
H -0.1043 -0.0861 3.4397
C -2.2546 1.6234 0.9717
C -1.5268 2.7070 1.7468
C -1.5028 4.0553 1.0637
O -0.7983 4.1270 -0.1643
C 0.4975 3.5859 -0.1079
N -2.2197 2.8905 3.0611
H -3.2971 1.9036 0.8024
H -2.2141 0.7241 1.5906
H -1.6936 1.4498 0.0463
H -0.5279 2.3331 1.9866
H -1.0505 4.7906 1.7533
H -2.5291 4.3805 0.8836
H 0.5170 2.5203 0.1343
H 1.1269 4.1246 0.6164
H 0.9801 3.6708 -1.0810
H -1.5562 3.1844 3.7738
H -2.4626 1.9560 3.3814
C -3.0008 -3.6608 -1.1919
C -1.7397 -2.8514 -0.9405
C -0.6742 -3.1890 -1.9756
O 0.5278 -2.5094 -1.7094
C 1.7003 -3.1809 -2.1176
N -1.9934 -1.3931 -1.0648
H -3.6892 -3.5774 -0.3493
H -2.7887 -4.7292 -1.3066
H -3.5190 -3.3242 -2.0920
H -1.3147 -3.0210 0.0495
H -1.0495 -3.0305 -2.9995
H -0.5227 -4.2799 -1.9328
H 2.5239 -2.7142 -1.5757
H 1.8594 -3.1246 -3.1943
H 1.7046 -4.2082 -1.7331
H -2.4823 -1.1773 -1.9258
H -2.6403 -1.1303 -0.3227

Cartesian forces, eV/Å:
Ti 0.985 1.115 0.560
C -0.863 2.584 0.545
O -0.171 -1.396 -0.744
O 0.173 -1.352 0.496
C -0.834 -1.153 -0.158
F 0.217 -0.029 0.068
F 0.291 0.130 0.115
F 0.227 0.256 -0.016
C -0.151 0.293 0.428
C -0.183 -0.832 -0.364
H -0.078 0.005 0.133
H 0.184 0.207 -0.188
H 0.018 0.602 0.246
H 0.057 0.040 0.005
H 0.130 0.004 -0.045
H 0.340 -0.022 -0.317
C 0.290 0.882 -0.560
O -0.130 -0.256 0.037
O -0.380 -0.166 -1.516
C -0.087 -0.134 0.712
F 0.127 0.023 -0.126
F -0.063 -0.101 -0.066
F -0.188 0.051 -0.131
C 0.387 -0.080 0.824
C 0.046 0.492 -0.215
H -0.191 -0.171 0.080
H 0.043 0.000 -0.020
H 0.072 -0.247 -0.091
H -0.106 0.013 -0.149
H -0.166 -0.007 -0.258
H -0.129 -0.396 0.423
C 0.449 0.393 0.414
C -0.265 -0.426 1.143
C 0.546 0.509 0.095
O -0.538 -0.231 -0.208
C 0.599 -0.204 0.100
N -0.027 -0.217 0.038
H 0.032 0.021 -0.222
H -0.029 -0.207 -0.269
H -0.377 -0.224 -0.174
H 0.166 0.101 -0.501
H -0.068 -0.097 0.074
H 0.025 -0.041 -0.152
H -0.033 0.027 0.079
H -0.083 -0.047 0.078
H -0.257 0.199 -0.103
H 0.063 0.302 -0.229
H -0.220 0.060 -0.098
C -0.053 -0.517 0.274
C 0.064 0.795 -1.021
C -0.358 -1.256 -0.043
O -0.516 -0.024 -0.083
C 0.543 0.013 0.824
N 0.073 -0.376 1.006
H -0.019 0.137 -0.036
H 0.043 0.042 -0.015
H 0.066 0.046 -0.030
H -0.109 -0.052 -0.016
H 0.104 0.464 0.072
H 0.274 0.115 0.157
H -0.013 0.352 -0.356
H -0.040 -0.075 -0.036
H -0.307 -0.107 -0.389
H 0.209 -0.060 -0.121
H 0.188 0.227 0.038


(2)
Formula: C3H14NO3
Source: the OMol25 dataset
Level of theory: wB97M-V/def2-TZVPD

Summary:
LUMO	-3.37	eV
largest force on an atom	4.76	eV/A
energy above the lowest of the compared OMol25 structures with the same formula, charge and spin	42.80	kcal per mole
orbital gap	10.125	eV
net charge	+1
spin multiplicity	1

CARTESIAN COORDINATES (ANGSTROEM)
C 0.1184 -0.3934 -1.6875
C 1.5956 -0.7268 -1.6567
C 2.1233 -0.6545 -3.0351
O 2.2009 0.1878 -0.6991
N -0.3019 -0.2591 -0.1995
H -0.0028 0.5435 -2.1896
H -0.5296 -1.0562 -2.1716
H 1.7775 -1.8002 -1.2741
H 2.3914 0.3943 -3.3631
H 1.4899 -1.1077 -3.7851
H 3.2185 -1.1720 -3.0904
H 3.1275 -0.1787 -0.4477
H -1.2141 -0.7169 -0.0530
H -0.2230 0.7626 0.1555
H 0.3573 -0.7597 0.5107
H -1.1811 -2.3285 2.3757
H -1.4206 -3.0395 0.9180
O -1.1131 -2.3282 1.4359
H -3.4058 4.0963 3.8108
H -3.4500 3.5194 5.2543
O -3.8185 4.0535 4.6408

Cartesian forces, eV/Å:
C 1.377 1.000 2.524
C 0.385 -1.664 1.160
C 4.472 0.445 -1.294
O 1.735 -1.472 -0.139
N 1.083 0.832 1.272
H -0.177 0.876 0.102
H -0.645 -1.445 -0.467
H -0.608 1.412 -0.385
H -0.756 -0.907 0.473
H -0.145 -0.234 -0.064
H -2.687 0.913 0.079
H -2.343 1.015 -0.750
H 0.253 0.749 0.389
H -0.687 -2.041 -0.978
H -1.195 0.645 -1.956
H -0.555 -0.986 0.777
H -0.774 -1.725 0.256
O 1.269 2.578 -1.010
H 1.194 -0.330 -1.180
H 2.256 -2.675 2.460
O -3.452 3.016 -1.270


(3)
Formula: C8H11BrI2
Source: the OMol25 dataset
Level of theory: wB97M-V/def2-TZVPD

Summary:
LUMO (spin up / spin down)	-0.18 / -0.21	eV
largest force on an atom	8.54	eV/A
orbital gap (spin up / spin down)	7.664 / 7.628	eV
spin multiplicity	1

CARTESIAN COORDINATES (ANGSTROEM)
C -3.0133 0.2677 0.1622
C -4.2042 -0.8353 0.6162
C 1.3666 -0.2697 0.0981
C 0.4633 -1.0532 -0.9574
C 0.5473 0.2648 1.3088
C -0.9244 -0.3401 -1.1793
C -0.7692 0.9613 0.9829
C -1.6175 -0.1524 0.1880
Br -5.9221 -0.4138 0.6009
I -3.7678 1.9711 -0.8168
I -3.6228 -2.4848 1.7892
H 2.1489 -0.9561 0.5730
H 1.7696 0.6888 -0.4095
H 0.9284 -1.2038 -1.9045
H 0.1927 -2.1727 -0.7028
H 0.3692 -0.5418 2.1541
H 1.1319 1.0354 1.8907
H -0.6981 0.5580 -1.6436
H -1.5052 -1.1292 -1.7735
H -1.3809 1.1167 1.8964
H -0.5533 1.7489 0.3381
H -1.4265 -1.0704 0.7278

Cartesian forces, eV/Å:
C -6.329 -5.083 1.421
C 7.393 4.048 -1.353
C -0.487 -0.067 0.022
C -1.222 -1.127 1.851
C 0.454 -0.233 2.686
C 0.138 -3.965 0.893
C -1.030 -4.092 0.646
C 1.857 2.125 -0.437
Br -2.225 0.514 -0.092
I 0.650 -0.607 0.340
I -0.099 0.296 -0.337
H -0.615 1.196 -1.203
H -0.113 -1.803 0.611
H 0.700 0.402 -0.735
H 0.740 2.092 0.334
H 0.204 1.147 -1.895
H -0.010 -0.787 -0.734
H -0.320 1.825 -1.306
H 0.468 1.704 0.294
H 0.752 0.777 -0.527
H -0.224 1.904 -0.764
H -0.680 -0.266 0.284